No. 1
DFT (wB97M-V/def2-TZVPD) results for one molecule with the formula C2H4O3S at a distorted geometry.

Results
LUMO level in eV: -0.973
HOMO level in eV: -10.3
Frontier orbital gap in eV: 9.3
2S+1: 1

Last column: natural (NBO) charge in e.
Element x y z (Å)
H: -0.849 -0.398 1.575  0.239
H: -0.275 1.124 2.265  0.231
C: 0.023 0.231 1.687  -0.712
H: 0.868 -0.322 2.106  0.242
O: 0.168 -2.276 -2.314  -0.820
C: 0.206 0.875 0.311  0.819
H: -0.828 -0.225 -2.542  0.038
O: 0.157 -0.126 -0.650  -0.843
O: 0.150 2.003 0.030  -0.560
S: 0.381 -0.886 -2.468  1.366

No. 2
DFT (wB97M-V/def2-TZVPD) results for a 2-piece molecular cluster, C4H13N2OS overall at a distorted geometry.

Results
Net charge: -1
LUMO level in eV: 2.448
HOMO level in eV: -2.5
Frontier orbital gap in eV: 5.0
2S+1: 1

Last column: natural (NBO) charge in e.
Element x y z (Å)
H: -1.920 -2.467 -0.786  0.173
H: 2.867 3.957 4.841  0.469
H: 0.918 -1.889 -0.085  0.178
H: -0.795 -0.799 1.973  0.340
H: 0.802 -0.284 0.502  0.167
O: 2.933 3.874 5.810  -0.936
C: 0.326 1.240 -2.018  -0.400
C: -1.465 -1.857 -1.574  -0.530
H: 0.490 1.606 -0.992  0.168
S: -2.830 -1.277 -2.663  -0.732
N: 0.213 -0.185 -2.018  -0.653
H: -1.331 0.091 -0.619  0.174
H: -0.797 -2.490 -2.161  0.185
H: -0.578 1.765 -2.328  0.172
C: 0.207 -1.135 0.191  -0.211
C: -0.679 -0.703 -0.974  -0.087
N: -0.549 -1.586 1.387  -0.856
H: 2.535 3.007 5.955  0.468
H: -0.096 -0.521 -2.924  0.381
H: -1.414 -1.999 1.052  0.355
H: 1.166 1.653 -2.568  0.176

No. 3
DFT (wB97M-V/def2-TZVPD) results for one molecule with the formula C23H32O3 at a distorted geometry.

Results
LUMO level in eV: -1.890
HOMO level in eV: -8.8
SMILES: CCCCCCCc1ccc2c(c1OC[C@H](C)C(C)C)C(=O)C=CC2=O
Frontier orbital gap in eV: 6.9
2S+1: 1

Last column: natural (NBO) charge in e.
Element x y z (Å)
C: 0.797 1.665 -2.001  -0.185
H: -0.002 -2.315 1.222  0.241
H: 5.805 -2.271 -0.914  0.199
H: -4.340 -1.195 -2.366  0.216
H: -2.962 -2.892 -1.403  0.225
C: 6.655 -0.183 -1.247  -0.650
C: -4.314 -0.313 -0.226  -0.224
H: 7.514 -2.091 -0.098  0.216
C: -1.061 0.614 0.691  0.347
H: -1.647 -2.964 -0.054  0.206
C: -5.110 -1.107 -1.464  -0.635
H: 4.029 -0.558 -0.335  0.199
C: 0.807 -1.517 0.950  -0.469
H: 1.548 -2.070 0.194  0.223
H: 7.765 -0.072 -1.636  0.224
H: -2.203 5.981 -2.154  0.258
C: -2.022 4.890 -1.714  -0.268
H: 5.868 -2.070 1.878  0.216
C: 3.146 -0.296 1.785  -0.429
H: -5.102 0.681 1.796  0.242
O: -3.635 2.735 1.147  -0.522
H: 6.237 0.786 -0.739  0.215
C: -2.566 -0.978 1.819  -0.080
H: -5.996 -0.444 -1.853  0.217
H: 2.131 -0.319 -1.422  0.244
C: 1.787 -1.106 2.241  -0.403
C: -2.715 2.988 0.214  0.499
H: 5.997 -0.340 -2.231  0.208
C: 0.269 -0.187 0.170  -0.029
H: -3.423 -0.918 2.652  0.215
H: -1.898 -1.898 2.183  0.179
C: -2.337 -2.202 -0.657  -0.646
C: -5.472 0.078 0.865  -0.639
H: -3.772 0.586 -0.734  0.225
H: 1.472 2.012 -2.903  0.273
H: 2.044 -2.052 2.880  0.217
H: 1.204 -0.368 2.977  0.221
C: -0.869 3.895 -2.333  0.501
C: 4.103 -1.100 0.726  -0.425
H: -5.501 -2.179 -1.108  0.210
C: 6.502 -1.535 -0.283  -0.411
H: 3.822 0.035 2.683  0.222
O: -1.907 0.311 1.830  -0.525
H: -6.377 0.559 0.292  0.220
O: -0.174 4.182 -3.464  -0.538
H: 3.722 -2.203 0.541  0.203
C: -2.863 4.462 -0.564  -0.229
H: -1.730 -1.446 -1.312  0.228
H: -5.886 -0.957 1.294  0.195
C: -0.539 2.509 -1.484  -0.103
H: -3.684 5.224 -0.153  0.258
C: -3.330 -1.440 0.453  -0.240
C: 5.687 -1.182 1.135  -0.411
H: 2.798 0.715 1.255  0.220
H: 6.069 -0.140 1.506  0.209
C: 1.175 0.319 -1.143  -0.210
H: -4.071 -2.316 0.791  0.217
C: -1.442 1.996 -0.174  -0.135